(1)
The following is a quantum chemistry calculation of a 7-piece molecular cluster, C65H72N7O18P3S2 overall in a non-equilibrium geometry, from the Open Molecules 2025 dataset.

Each line ends with the Löwdin charge.
Geometry (Å):
C -6.2967 4.0754 2.9353  0.0974
C -5.6372 3.0594 2.8740  -0.1098
C -4.8443 1.8261 2.9426  -0.2182
C -3.4398 1.9553 2.8659  -0.3599
C -2.5464 0.8449 2.9278  -0.2362
C -3.1838 -0.4304 3.0387  -0.0901
C -2.2989 -1.6859 3.0695  -0.1296
C -2.1105 -2.3219 4.4866  -0.1977
O -2.2254 -3.7595 4.3803  -0.0924
C -4.5984 -0.5776 3.1076  -0.1831
C -5.1132 -2.0297 3.2016  -0.1367
C -5.0391 -2.8064 1.8152  -0.1727
C -4.9649 -1.8467 0.6028  -0.2085
S -5.4414 -2.6616 -0.9525  0.5992
O -5.1103 -1.7744 -2.0300  -0.2940
O -4.8436 -3.9648 -1.0654  -0.2943
O -7.0638 -2.7364 -0.8545  -0.1665
C -5.4803 0.5554 3.0832  -0.2626
P -7.2804 0.1511 3.2084  0.9850
C -7.4672 -0.5054 4.9721  -0.2644
C -8.4108 1.6152 3.1755  -0.4246
C -8.5044 2.4300 4.5432  -0.1681
N -1.1017 0.9748 2.8869  -0.1306
P -0.5608 1.6427 4.4242  0.7245
O 0.6549 2.4585 4.2036  -0.3914
C -0.6441 1.8924 1.8459  -0.2167
C -1.2692 3.1349 1.5887  -0.4012
C -0.8956 4.0382 0.5961  -0.0830
C 0.2211 3.7073 -0.2147  -0.0714
C 0.8816 2.4899 0.0257  -0.2742
P 2.3799 2.0915 -1.0123  0.9569
C 3.0321 3.6707 -1.7648  -0.3141
C 1.8451 0.9437 -2.4022  -0.3903
C 0.5313 1.4307 -3.1156  -0.1448
C 0.4782 1.5690 1.0403  -0.2413
O 1.2527 0.4551 1.1558  -0.0882
C 0.5320 -0.7844 1.1816  -0.1886
C -0.7106 -0.8635 0.2603  -0.1488
C -1.0484 -2.3257 -0.1968  -0.1927
C -0.6488 -3.4287 0.8388  -0.1119
S -2.6565 3.5693 2.6699  1.0439
H -7.1082 4.7928 2.9754  0.0638
H -1.2967 -1.3507 2.7442  0.0593
H -2.6048 -2.4318 2.3090  0.0970
H -1.0823 -2.1462 4.8746  0.1153
H -2.8705 -2.0088 5.2258  0.1202
H -1.9117 -4.0552 3.5129  0.0344
H -6.1598 -2.1033 3.5304  0.0523
H -4.5266 -2.6371 3.9224  0.1103
H -5.9645 -3.4104 1.7236  0.1171
H -4.1972 -3.5240 1.8408  0.1043
H -3.9398 -1.4721 0.4210  0.0960
H -5.6466 -0.9744 0.6943  0.1057
H -7.3699 -3.4834 -1.4005  0.0993
H -7.5499 -1.6115 4.9323  0.0281
H -6.6136 -0.2275 5.6166  0.0523
H -8.4394 -0.1608 5.3793  0.0367
H -9.4462 1.2590 2.9810  0.0697
H -8.1790 2.3444 2.3770  0.0544
H -8.6202 3.4985 4.2715  0.0499
H -7.5465 2.3528 5.0961  0.0646
H -9.3596 2.0665 5.1392  0.0633
H -0.2731 0.5010 5.2255  0.0236
H -1.6023 2.3970 5.0357  0.0231
H -1.4249 4.9869 0.4319  0.1111
H 0.5368 4.4320 -0.9747  0.0999
H 3.3845 4.3041 -0.9276  0.0372
H 3.9301 3.4133 -2.3590  0.0258
H 2.2489 4.1662 -2.3710  0.0317
H 2.6752 0.9100 -3.1374  0.0638
H 1.6696 -0.0724 -2.0051  0.0578
H 0.3333 2.5125 -3.0065  0.0592
H 0.6269 1.1885 -4.2203  0.0374
H -0.3500 0.8673 -2.7525  0.0590
H 0.3442 -1.0356 2.2448  0.1014
H 1.2440 -1.5645 0.8238  0.1289
H -0.6852 -0.1813 -0.6106  0.1130
H -1.5855 -0.5346 0.8691  0.0862
H -0.4563 -2.5010 -1.1228  0.1103
H -2.1137 -2.4306 -0.4749  0.0872
H 0.3548 -3.8163 0.5590  0.0838
H -0.5752 -3.0831 1.8840  0.0529
H -1.3616 -4.2853 0.8036  0.0652
O 2.0769 0.7670 -6.0428  0.0719
N 1.0650 0.2647 -6.5015  -0.3453
O -0.0385 0.7834 -6.4829  0.0734
C 1.1833 -1.0603 -7.1196  -0.1371
C 2.4131 -1.6985 -7.1295  0.0022
C 2.5155 -2.9607 -7.6937  -0.0622
C 1.3953 -3.5697 -8.2440  -0.0726
C 0.1697 -2.9157 -8.2371  -0.0685
C 0.0597 -1.6546 -7.6722  -0.0027
H 3.2912 -1.2319 -6.7032  0.0914
H 3.4699 -3.4721 -7.7015  0.1018
H 1.4771 -4.5586 -8.6793  0.1059
H -0.7011 -3.3916 -8.6692  0.1073
H -0.8980 -1.1525 -7.6672  0.1197
O 4.7774 6.1275 -2.1854  0.0618
N 5.3283 6.7702 -3.0586  -0.3424
O 5.0012 7.8890 -3.4038  0.0822
C 6.4659 6.1471 -3.7474  -0.1421
C 6.8436 4.8587 -3.4055  -0.0011
C 7.9029 4.2639 -4.0734  -0.0641
C 8.5751 4.9599 -5.0695  -0.0735
C 8.1937 6.2547 -5.3966  -0.0673
C 7.1333 6.8540 -4.7341  -0.0034
H 6.3246 4.3111 -2.6307  0.1129
H 8.2031 3.2555 -3.8195  0.1090
H 9.3991 4.4910 -5.5938  0.1062
H 8.7214 6.7958 -6.1714  0.1076
H 6.8395 7.8612 -4.9957  0.1195
O 5.5304 -2.4186 -5.8694  0.0725
N 6.0907 -1.7727 -6.7362  -0.3434
O 5.7598 -0.6559 -7.0845  0.0811
C 7.2409 -2.3868 -7.4105  -0.1461
C 7.6236 -3.6730 -7.0651  -0.0030
C 8.6958 -4.2588 -7.7204  -0.0648
C 9.3755 -3.5564 -8.7071  -0.0702
C 8.9887 -2.2640 -9.0375  -0.0644
C 7.9156 -1.6735 -8.3880  -0.0021
H 7.0989 -4.2254 -6.2978  0.1197
H 9.0005 -5.2652 -7.4640  0.1092
H 10.2096 -4.0185 -9.2213  0.1083
H 9.5222 -1.7182 -9.8049  0.1092
H 7.6177 -0.6681 -8.6523  0.1202
O 0.4843 -5.8466 2.6808  0.0967
N -0.5088 -6.3432 2.1906  -0.3261
O -1.6088 -5.8164 2.1829  0.0338
C -0.3801 -7.6644 1.5693  -0.1380
C 0.8469 -8.3080 1.5919  0.0018
C 0.9602 -9.5673 1.0241  -0.0632
C -0.1467 -10.1678 0.4377  -0.0695
C -1.3688 -9.5083 0.4123  -0.0634
C -1.4897 -8.2499 0.9809  0.0023
H 1.7126 -7.8462 2.0469  0.1219
H 1.9114 -10.0832 1.0409  0.1097
H -0.0566 -11.1544 -0.0006  0.1080
H -2.2285 -9.9777 -0.0480  0.1093
H -2.4449 -7.7432 0.9604  0.1214
O -5.9385 10.7405 4.8484  0.0727
N -4.7332 10.6328 4.7220  -0.3543
O -3.9451 11.5538 4.8158  0.0761
C -4.1937 9.2981 4.4317  -0.1490
C -5.0647 8.2311 4.2817  0.0000
C -4.5542 6.9764 3.9846  -0.0562
C -3.1852 6.7976 3.8446  -0.0763
C -2.3206 7.8732 4.0074  -0.0564
C -2.8246 9.1313 4.3018  -0.0033
H -6.1327 8.3628 4.3893  0.1177
H -5.2232 6.1365 3.8589  0.0664
H -2.7881 5.8157 3.6068  0.0163
H -1.2528 7.7305 3.9007  0.1110
H -2.1460 9.9643 4.4239  0.1192
O 5.0876 -4.2029 6.6254  0.0729
N 4.8962 -4.0131 5.4393  -0.3542
O 5.2240 -4.7835 4.5564  0.0705
C 4.2275 -2.7666 5.0455  -0.1496
C 3.8722 -1.8481 6.0208  -0.0056
C 3.2612 -0.6609 5.6436  -0.0633
C 3.0078 -0.4043 4.3018  -0.0611
C 3.3604 -1.3384 3.3350  -0.0564
C 3.9735 -2.5255 3.7046  0.0020
H 4.0664 -2.0410 7.0669  0.1177
H 2.9849 0.0673 6.3957  0.1087
H 2.5347 0.5277 4.0077  0.0946
H 3.1588 -1.1356 2.2909  0.0988
H 4.2469 -3.2455 2.9456  0.1187

The frontier orbital gap comes out at 6.3 eV. As for the LUMO energy: -0.0313 Ha. The total charge is 0. The SMILES is C#Cc1c2c(c(CCO)c(CCCS(=O)(=O)O)c1P(C)CC)N([PH2]=O)c1c(ccc(P(C)CC)c1OCCCC)S2.O=[N+]([O-])c1ccccc1.O=[N+]([O-])c1ccccc1.O=[N+]([O-])c1ccccc1.O=[N+]([O-])c1ccccc1.O=[N+]([O-])c1ccccc1.O=[N+]([O-])c1ccccc1. For the electronic energy, the calculation gives -6077.4373 Ha.

=====

(2)
The following is a quantum chemistry calculation of a 2-piece molecular cluster, C8H8O2 overall in a non-equilibrium geometry, from the Open Molecules 2025 dataset.

Each line ends with the natural charge from an NBO analysis.
Geometry (Å):
C -2.8354 -1.0420 -1.4873  -0.1583
C -2.5345 -0.5663 -0.3902  -0.1131
C 2.4436 -0.5415 -0.1506  -0.3124
C 2.0257 -1.7960 0.1398  0.0759
C 1.3099 0.3183 0.0072  -0.1910
C 0.3244 -0.4961 0.4425  0.2583
C 1.1719 1.7797 -0.2292  -0.6113
C -1.9507 -0.0185 0.7946  0.1586
O 0.7188 -1.7808 0.4815  -0.4467
O -2.0889 1.2587 1.1529  -0.6536
H -3.4413 -1.6250 -2.1160  0.2359
H 3.4034 -0.3545 -0.4301  0.2142
H 2.4130 -2.7453 0.1113  0.1914
H 2.0750 2.1862 -0.1387  0.2088
H 0.7436 1.8794 -1.1227  0.2109
H 0.6214 2.2459 0.6403  0.2156
H -1.9365 -0.5378 1.7603  0.2286
H -2.4634 1.8356 0.5342  0.4882

The frontier orbital gap comes out at 8.0 eV. As for the LUMO energy: -0.0032 Ha. The total charge is 0. For the electronic energy, the calculation gives -459.8753 Ha.

=====

(3)
The following is a quantum chemistry calculation of CH4N4 in the gas phase in a non-equilibrium geometry, from the Open Molecules 2025 dataset.

Each line ends with the natural charge from an NBO analysis.
Geometry (Å):
C -0.3891 0.9088 -0.2666  -0.1300
N 1.0152 0.8271 -0.0135  -0.1997
N 1.5309 -0.2353 0.0804  -0.1073
N -0.8308 -0.4706 -0.1033  -0.4578
N 0.3729 -1.3175 -0.2247  -0.2287
H -0.5695 1.7564 0.3755  0.2411
H -0.3608 1.1251 -1.3475  0.1938
H -1.1037 -0.6413 0.9198  0.3428
H 0.3350 -1.9528 0.5800  0.3459

The frontier orbital gap (spin up / spin down) comes out at 6.7 / 7.3 eV. As for the LUMO energy (spin up / spin down): 0.0338 / -0.0847 Ha. The total charge is 0. For the electronic energy, the calculation gives -259.2589 Ha. As for the expectation value of S²: 2.014. As for the spin multiplicity: 3.

=====

(4)
The following is a quantum chemistry calculation of C13H17IrN3O7 as an isolated structure, from the Open Molecules 2025 dataset.

Each line ends with the natural charge from an NBO analysis.
Geometry (Å):
Ir -0.9540 0.9667 0.5543  1.6023
O 1.7873 4.6816 0.4079  -0.6466
C 1.1374 3.5280 0.4517  0.7853
O -0.0114 3.4155 0.8114  -0.6147
C 1.9994 2.3905 -0.0571  -0.1770
O 1.4836 1.1294 0.3171  -0.5490
C 2.0775 0.5174 1.4731  -0.1953
C 1.0513 0.2400 2.5687  0.7466
O 1.3576 -0.4639 3.4938  -0.5666
O -0.1199 0.8168 2.4049  -0.7525
H 1.2014 5.3941 0.7100  0.5139
H 1.9987 2.4470 -1.1469  0.2437
H 3.0240 2.5205 0.2897  0.2284
H 2.5227 -0.4302 1.1725  0.2275
H 2.8593 1.1511 1.8925  0.2208
N -1.2316 2.7595 -3.4124  -0.7633
C -1.3037 2.3263 -2.1567  0.7057
O -0.4406 1.5495 -1.6984  -0.6970
C -2.4270 2.8235 -1.2825  -0.5234
C -2.7309 1.8197 -0.1797  -0.7620
H -0.4796 2.4488 -4.0064  0.4199
H -1.9379 3.3614 -3.7992  0.4171
H -3.3075 3.0558 -1.8865  0.2350
H -2.0800 3.7645 -0.8463  0.2599
H -3.3106 0.9753 -0.5695  0.2274
H -3.2876 2.2765 0.6374  0.2418
N 0.6685 -6.1207 0.8922  -0.8004
C 0.4397 -5.3579 -0.2014  0.6390
O 0.4702 -5.7747 -1.3375  -0.5680
C 0.0968 -3.9052 0.0522  -0.0522
C -0.4311 -3.4253 1.2414  -0.2188
C -0.7307 -2.0801 1.3469  0.0607
N -0.5203 -1.2299 0.3363  -0.5285
C -0.0133 -1.6879 -0.8181  0.0465
C 0.2978 -3.0178 -0.9980  -0.1982
H 0.9462 -7.0762 0.7360  0.4212
H 0.8359 -5.7235 1.7988  0.3998
H -0.6362 -4.0730 2.0823  0.2404
H -1.1292 -1.6585 2.2606  0.2369
H 0.1398 -0.9524 -1.5974  0.2283
H 0.6877 -3.3822 -1.9378  0.2650

The frontier orbital gap (spin up / spin down) comes out at 8.5 / 7.8 eV. As for the LUMO energy (spin up / spin down): -0.1138 / -0.1818 Ha. The total charge is +1. For the electronic energy, the calculation gives -1300.5947 Ha. As for the expectation value of S²: 6.006. As for the spin multiplicity: 5.